1 | DFT (ωB97M-V with the def2-TZVPD basis set) results for a 18-piece molecular cluster, H36O18 overall.

## Properties
- Frontier orbital gap: 9.930 eV
- HOMO energy: -0.3979 hartree

Geometry as ORCA input:
```
! wB97M-V def2-TZVPD RIJCOSX def2/J DEFGRID3
* xyz 0 1
H -3.27248 -3.70662 1.93771
H 4.38607 0.90482 1.42279
O -3.87595 -1.42336 2.88917
H -3.48788 -0.22884 -0.75221
H 3.60967 -2.16508 1.81385
H -0.85882 -1.91597 -0.11315
O 0.54452 1.31533 -2.41108
H 0.81149 3.06588 -5.21632
H 0.79538 0.36113 5.93364
H 5.72943 0.74255 0.26916
O -1.99652 1.05001 -3.35239
O 2.32676 -0.28752 -3.68923
H 4.36295 -0.95581 -0.98346
O -3.32862 -0.58603 -1.63691
H -4.25968 -2.32852 2.94911
H -3.80072 -0.05384 -2.29563
H 2.38215 -0.61532 -2.78249
H -3.09410 3.05029 -2.46339
H 0.01319 1.09205 2.00924
H -2.03756 0.65428 -4.23715
H 1.28022 6.20482 1.68970
O 4.84527 0.87210 0.57846
H 0.67444 4.65979 1.61123
H -0.40192 1.22970 -2.24032
H -1.41499 0.34969 -3.01516
O 3.62726 -1.56377 -0.82760
O 0.29683 -4.29006 4.10242
H 1.65599 0.42826 4.59626
H -0.91797 4.89925 -0.68408
H 0.25055 -0.11430 2.94993
H -1.29413 -3.47377 -0.02508
O 0.84737 2.11138 -5.21738
O -1.12508 -2.65204 0.46745
O -3.82016 -4.22275 2.54844
H 0.50678 -3.57644 4.73343
H 0.46357 4.30236 -0.17109
H 3.23541 -0.96169 -0.17017
H 2.30343 -1.80713 2.40009
O 1.42965 -0.07789 5.38028
O 0.64001 0.69772 2.59856
H 0.84707 1.83918 -1.65435
H -3.10417 -4.78201 2.87904
H 0.04877 -2.30918 -2.61873
O 3.24548 -1.86102 2.65574
O 1.28500 5.28404 1.95742
O -3.90379 2.78388 -2.91864
H -0.13561 -3.94605 3.32019
H -3.71477 2.74272 -3.84770
H 1.95484 0.59580 -3.53522
O -0.05379 4.55777 -0.92332
H -4.19428 -1.11356 3.75580
O -0.29159 -3.13555 -3.00670
H 0.89992 1.90519 -4.27139
H -0.91487 -3.54592 -2.38880
*
```

2 | DFT (ωB97M-V with the def2-TZVPD basis set) results for a 18-piece molecular cluster, H36O18 overall.

## Properties
- Frontier orbital gap: 10.021 eV
- HOMO energy: -0.3891 hartree

Geometry as ORCA input:
```
! wB97M-V def2-TZVPD RIJCOSX def2/J DEFGRID3
* xyz 0 1
O 0.30205 -1.19687 -1.43629
O -5.28929 1.26439 -0.86073
H 3.42611 1.42924 -4.70919
O -1.17609 3.67232 4.09079
H -0.14312 0.12229 0.45048
H -2.69511 0.81798 -2.46484
H 1.16118 -3.92628 -2.49568
H 2.75189 -2.21953 2.08760
O -3.82351 1.56796 3.60196
O -1.55538 3.18366 -2.64240
H -0.67692 3.66962 -2.53664
H -4.23580 0.70093 3.83776
O 3.25569 -0.44758 0.41744
H -2.86938 1.29726 3.55865
O -2.47511 0.33632 -1.80402
H 4.04402 2.08731 -3.56882
H 1.15950 -4.24241 4.36368
H 3.40510 1.28904 1.52529
H -1.80938 0.32673 1.00969
H -0.53008 -1.75956 2.10464
H -2.88464 -0.65986 0.60768
H 2.82750 -1.64864 3.32923
O 0.80766 0.29222 0.42861
O 0.42092 -1.41699 2.19221
O -2.29009 1.19136 1.16861
H -1.27668 2.45098 -3.24291
H -2.04250 3.75400 3.73850
O 4.21494 -0.17229 -2.51685
H -0.33130 -1.80613 -1.10590
H 0.01275 0.49870 -5.11867
H 2.43529 2.12954 0.73760
H 4.49458 -0.52476 -3.37184
H 0.57156 -1.58304 3.21150
O 3.10748 -2.42721 2.94750
H 1.33577 -0.30904 0.99999
H 0.99113 -3.69479 3.10244
O 3.27962 2.09292 0.99847
H -1.55107 1.69916 0.89714
H -0.21614 -0.41908 -1.38367
O -3.26503 -1.56201 0.30056
H 1.24220 -3.03739 -1.35147
H -2.94214 -2.21674 0.97604
H 3.26870 -0.33269 -2.73937
H -5.14031 0.87107 -0.01567
H -1.23409 3.96607 4.95439
O 0.29438 -0.24900 -5.44557
O 3.12017 2.01727 -3.88386
H 3.46113 0.16466 -0.40494
H 0.63207 -0.88942 -4.87554
O 0.87983 -4.03583 -1.57376
H -3.30319 0.41581 -1.28801
O 0.52030 -3.71122 3.89313
H 2.43165 -0.68285 0.09361
H -6.09882 1.86240 -0.78857
*
```

Which of them is least stable? Easy: 2.

1 | DFT (ωB97M-V with the def2-TZVPD basis set) results for a 2-piece molecular cluster, C2H10N3OP overall.

## Properties
- Frontier orbital gap (spin up / spin down): 7.566 / 7.567 eV
- HOMO energy (spin up / spin down): -0.2490 / -0.2491 hartree

Geometry as ORCA input:
```
! wB97M-V def2-TZVPD RIJCOSX def2/J DEFGRID3
* xyz 0 1
N -1.25669 -0.40615 0.11143
H 1.34015 1.65720 -0.91460
C -1.04239 -1.69443 0.51176
H -0.37838 -2.25201 -0.09256
O 1.92669 1.71096 1.91258
H -0.20645 -0.88248 -1.53646
H 1.70826 2.62172 1.44448
H 2.32709 0.57631 -1.44517
H -0.95783 0.82083 -1.56105
H -0.80321 0.44731 1.80502
H -1.92197 -0.62268 -1.96695
H -0.89011 -1.87197 1.52867
N -0.66966 0.59981 0.81698
P 1.77726 0.39023 0.96220
N 2.18354 1.13693 -0.59895
C -1.08145 -0.17680 -1.32612
H -2.05485 -2.05477 0.34873
*
```

2 | DFT (ωB97M-V with the def2-TZVPD basis set) results for C2H10N3OP as an isolated structure.

## Properties
- Frontier orbital gap (spin up / spin down): 7.921 / 7.922 eV
- HOMO energy (spin up / spin down): -0.2622 / -0.2623 hartree

Geometry as ORCA input:
```
! wB97M-V def2-TZVPD RIJCOSX def2/J DEFGRID3
* xyz 0 1
H -2.40225 -1.10311 1.36292
H 0.97262 2.02487 0.43118
C 1.64767 -1.00385 -0.42579
H 2.73723 -0.94091 -0.79283
H 0.90289 -0.98965 -1.29913
O -2.25565 1.18256 -0.09598
N 0.13977 -0.20025 1.03473
N -2.68461 -1.27765 0.44279
H 0.87603 1.22529 -1.01780
C 1.48288 1.33776 -0.18238
P -1.63639 -0.31290 -0.55484
H 1.45954 -1.99605 -0.05480
H 2.44883 1.70085 -0.63219
H -0.34253 0.65517 1.46670
H -1.98383 1.92758 -0.49255
H -2.74910 -2.24483 0.23721
N 1.38688 0.01513 0.57275
*
```

Which of them is least stable? Easy: 1.